This record from the Open Molecules 2025 dataset describes 2 unconnected molecules or ions with the total composition CH8BClN3O6PS. The level of theory is ωB97M-V/def2-TZVPD.

```
22
Properties=species:S:1:pos:R:3:nbo_charge:R:1
C 0.23715 -1.07067 -1.25853 0.778
O -2.15551 0.94245 -0.08693 -0.876
O -1.15219 2.13852 -2.08928 -0.913
N -0.89415 -0.41492 -2.01823 -0.948
H 1.97537 -1.04065 -2.47979 0.453
H 1.31919 1.39359 -0.01437 0.057
H -1.68642 2.06414 -2.94571 0.498
P 2.28944 0.72707 -0.89374 0.883
H -0.92085 -2.66754 -0.36238 0.455
O -0.87563 -0.09232 2.22216 -0.972
N 1.71849 -0.85798 -1.47638 -0.940
H -1.78171 0.31083 0.60318 0.540
H 0.56106 -2.09611 0.53789 0.481
Cl -0.55553 0.13996 3.61718 2.540
O 0.88214 0.24832 3.77170 -0.853
B -1.40165 0.85076 -1.35292 1.245
O -1.18319 1.37015 4.05882 -0.840
S 3.89696 0.43023 0.16975 -0.481
H -1.70459 -1.05357 -2.17723 0.428
N -0.10739 -2.01356 -0.28151 -0.705
O -1.04534 -0.96637 4.41623 -0.849
H 2.58435 1.65768 -1.95992 0.020
```

The value obtained for the molar mass is 267.4 g mol⁻¹. For the electronic energy, the calculation gives -51236.220 eV. Its net charge is 0. The strongest force on any atom is 5.0 eV Å⁻¹. The spin multiplicity is 1. Its gap between HOMO and LUMO is 0.19574 Ha.

=====

This record from the Open Molecules 2025 dataset describes 3 unconnected molecules or ions with the total composition C19H32N3O5. The level of theory is ωB97M-V/def2-TZVPD.

```
59
Properties=species:S:1:pos:R:3:nbo_charge:R:1
C -5.27887 0.67591 -0.70268 -0.616
C -2.10568 -0.39874 -0.70709 -0.412
C 1.74621 2.34252 -0.45714 -0.221
O 4.61841 0.35371 -2.09707 -0.383
O 3.17626 -3.41125 0.95618 -0.386
H -4.52092 -1.71766 -1.42466 0.211
O -3.59208 -0.49029 2.25217 -0.401
H 7.74064 0.90853 -2.29958 0.234
C -3.10350 1.70760 0.08631 -0.396
H -0.59356 1.43747 -1.62825 0.214
H -2.58714 -0.11726 -1.65166 0.200
H 3.63696 -0.94882 2.51144 0.220
N 3.94995 -2.96797 0.13356 0.537
N 5.77954 0.17468 -2.40157 0.537
H -0.92168 2.76530 -0.54850 0.217
H -4.44783 1.89306 2.39752 0.225
H -1.56468 0.62959 1.09015 0.216
H -2.99473 2.58276 0.72926 0.217
C 3.04097 2.20817 0.01702 -0.187
C 2.62435 -0.55522 2.59264 -0.638
H 4.17017 -2.06563 -1.74980 0.241
C -1.80706 0.89282 0.05692 -0.233
H 6.69947 1.25803 -0.87857 0.238
H -1.54663 -2.86341 0.35816 0.205
C 3.33465 1.26201 0.99266 -0.231
N -3.87948 -0.47719 1.00675 0.023
H -5.64126 1.66320 -0.99727 0.216
C 2.33446 0.44706 1.50266 -0.012
H -4.79414 0.23727 -1.57230 0.206
H -3.26638 2.06549 -0.93888 0.198
H -4.48630 -2.87644 -0.09691 0.219
H 0.26796 -0.06908 1.39632 0.198
C -4.33530 0.85286 0.49332 0.097
H -2.73470 -2.83604 1.67347 0.229
C -5.12160 1.53572 1.61830 -0.602
C -0.66273 1.70123 -0.56453 -0.410
H 4.34723 1.15094 1.36608 0.204
C 1.03670 0.58557 0.99913 -0.192
H 2.49320 -0.10173 3.57816 0.222
H -1.18448 -0.93153 -0.96302 0.222
C -2.13061 -2.21387 1.01622 -0.603
H 6.44551 2.14995 -2.40144 0.235
H -1.42782 -1.63066 1.61111 0.217
H -6.14459 0.07648 -0.41358 0.218
H 2.78294 -3.18835 -1.58158 0.228
C -3.00526 -1.32612 0.12575 0.102
C 0.72144 1.52796 0.02573 -0.009
H 2.72346 -1.57668 -0.81116 0.244
H 1.93047 -1.39585 2.52949 0.225
C 6.75600 1.20704 -1.96180 -0.484
C 3.36547 -2.40152 -1.11088 -0.487
O 5.15740 -2.94337 0.25734 -0.382
H 1.52648 3.07845 -1.22413 0.206
H -5.63998 2.40398 1.20548 0.204
C -3.86351 -2.25325 -0.74485 -0.612
H -3.21402 -2.92050 -1.31530 0.213
H 3.82963 2.83422 -0.38329 0.206
H -5.83540 0.84802 2.07104 0.225
O 6.19601 -0.77916 -3.02282 -0.370
```

The value obtained for the molar mass is 382.5 g mol⁻¹. For the electronic energy, the calculation gives -34923.177 eV. Its net charge is 0. The expectation value of S² is 0.75. The strongest force on any atom is 0.6 eV Å⁻¹. The spin multiplicity is 2. Its gap between HOMO and LUMO (alpha / beta) is 0.29646 / 0.32944 Ha.

=====

This record from the Open Molecules 2025 dataset describes a molecular structure, C11H13ClYb. The level of theory is ωB97M-V/def2-TZVPD.

```
26
Properties=species:S:1:pos:R:3:nbo_charge:R:1
C -0.75361 1.65085 -1.89395 -0.271
H -2.00527 1.15557 1.93979 0.190
C -2.00970 1.28686 0.83607 -1.234
H 2.07700 -2.78403 0.22193 0.205
C -0.87473 -1.60852 1.30063 -0.378
C -0.06893 -1.51971 2.48446 -0.329
H -0.36359 -1.17436 3.47815 0.213
H 2.08243 -2.04678 2.81537 0.205
H -1.91863 2.31005 0.48585 0.180
H -1.18704 -0.45730 -2.50034 0.229
H -1.94253 -1.37286 1.24951 0.235
Yb 0.39523 0.57842 0.26913 1.516
C 0.96498 0.11888 -2.15317 -0.389
H 2.59540 1.61484 -1.72307 0.237
H -0.40200 -2.38290 -0.77123 0.216
C 1.23869 -2.34940 0.77045 -0.352
H 1.50924 -0.79667 -2.41581 0.237
C 0.46867 2.32754 -1.62980 -0.386
C 1.22789 -1.97887 2.15356 -0.300
C -0.08151 -2.18266 0.25598 -0.389
C 1.53854 1.40135 -1.84160 -0.361
H -2.92941 0.84437 0.47573 0.193
C -0.45646 0.28851 -2.18872 -0.354
H 0.57183 3.40946 -1.47699 0.234
H -1.74571 2.10021 -1.87460 0.233
Cl 2.06921 1.56716 1.73265 -0.580
```

The value obtained for the molar mass is 353.7 g mol⁻¹. For the electronic energy, the calculation gives -55672.058 eV. Its net charge is -1. The expectation value of S² is 0.75. The strongest force on any atom is 3.1 eV Å⁻¹. The spin multiplicity is 2. Its gap between HOMO and LUMO (alpha / beta) is 0.25704 / 0.25707 Ha.

=====

This record from the Open Molecules 2025 dataset describes 11 unconnected molecules or ions with the total composition C22H66O22. The level of theory is ωB97M-V/def2-TZVPD.

```
110
Properties=species:S:1:pos:R:3:lowdin_charge:R:1
H -2.40611 7.30986 -1.43136 0.096
C 5.44551 1.22921 -1.98364 -0.208
H 1.83654 4.20224 5.05133 0.093
H -1.11433 2.29921 -4.14166 0.105
O -2.39676 -0.58566 -4.22036 -0.086
H 5.42574 0.80585 1.08531 0.087
H -2.14489 0.26935 -0.69456 0.116
C 2.00570 -1.92270 3.85453 -0.209
H -0.65415 6.22144 -1.46264 0.121
H -2.84667 -1.99808 0.87985 0.031
H -2.67685 -2.39129 3.28842 0.110
C -1.08380 6.28632 -0.46300 -0.285
O 5.50117 -1.08659 -1.11781 -0.066
C 0.59742 -1.65680 3.31862 -0.224
H -3.22371 1.57515 -4.79174 0.059
H 2.80858 -3.30300 -1.59606 0.121
O -1.37839 -1.52747 -0.27633 -0.095
O 2.72775 -0.76547 4.38917 -0.074
H -4.43081 -3.46586 4.39685 0.112
O -1.95757 4.11241 -0.86380 -0.083
H 7.11270 0.38613 -2.60939 0.070
H -1.64872 3.38179 2.99582 0.123
C -1.25670 4.87756 0.08477 -0.239
H -1.11216 -0.44507 -1.94149 0.091
H 0.22758 2.70570 -3.04157 0.112
H 1.81577 -2.76341 0.52364 0.107
H -0.36637 4.27524 0.26536 0.106
H 0.11487 0.50428 0.80692 0.103
H 6.24310 -1.29020 -1.69199 0.075
H -1.55566 -4.34772 -0.70093 0.030
H 3.78845 0.00527 -1.19093 0.093
H -2.25738 -1.53523 -4.24223 0.103
H -2.68592 1.53431 -2.55795 0.088
O -5.49870 -4.19790 2.64726 -0.093
H 0.43030 3.65859 -5.32509 0.120
C -3.92146 -5.89971 -0.33251 -0.239
O -0.18942 -1.18095 4.41872 -0.067
O 5.76116 2.30162 2.56135 -0.067
H -0.09463 3.54102 2.22202 0.093
O 0.24568 0.73613 -3.64507 -0.069
H -0.08860 1.61088 -0.52120 0.105
C 0.06570 0.55902 -0.28059 -0.189
C 0.77939 2.65256 -5.09238 -0.247
H -0.58459 0.34450 -3.92593 0.045
H -4.96230 -4.81031 2.13849 0.023
H 5.08056 0.42705 2.81412 0.114
C 1.36828 -3.58900 -0.02975 -0.178
H 1.83341 2.52027 -4.84817 0.123
H 0.61954 1.73280 3.29514 0.029
H 1.99149 -4.40883 0.32746 0.115
H 2.56158 -2.47946 3.10014 0.101
H -2.69580 -6.27932 1.14135 0.097
H 4.42949 -0.47770 -2.75677 0.121
H -4.39873 1.40793 -2.26045 0.128
C 4.70577 -0.11163 -1.76795 -0.246
H -3.96970 -4.53416 -2.04290 0.115
O 6.51212 1.05952 -2.93717 -0.070
H -5.00310 -5.78937 -0.40991 0.116
O -3.60312 -5.99394 1.01126 -0.062
H -0.28692 4.90247 4.48991 0.114
C -3.62579 1.20653 -3.00214 -0.215
H 2.48328 -0.06785 3.77668 0.003
C 0.02371 3.86101 4.40651 -0.191
H -0.33344 3.37418 5.31400 0.123
C -1.19347 -0.23067 -0.87588 -0.152
H 3.03642 0.83018 1.09500 0.097
H -3.60852 -3.78696 -0.44606 0.102
H -4.42311 -0.53788 -4.11373 0.122
H 6.62215 2.02070 2.87973 0.085
O -2.06108 -4.61165 -1.47326 -0.064
O -3.84800 1.97712 -4.18322 -0.072
C -3.40598 -4.62392 -1.11432 -0.234
C 3.48429 1.52894 1.80156 -0.120
H 1.18999 -1.66037 -1.73808 0.035
H -3.69642 -6.81421 -0.88126 0.115
C -0.58004 3.22953 3.14692 -0.208
H 2.65576 2.19157 3.50325 0.074
H 4.69675 1.99505 -2.18602 0.122
O -0.33280 1.82091 3.21217 -0.076
H 3.35506 2.52775 1.38470 0.120
H 0.27351 -0.44877 4.83249 0.072
H 0.67844 -0.90045 2.53794 0.094
C -3.34293 -2.91839 2.60534 -0.272
H -3.60852 -0.95187 -2.61094 0.114
O -2.19275 7.10133 -0.51891 -0.027
C 5.05958 1.19105 2.03698 -0.193
H -2.80297 4.50767 -1.08888 0.085
H 6.02524 1.46643 -1.09159 0.106
H -5.15538 -2.26323 3.32214 0.116
O -0.03548 -3.84758 0.32196 -0.089
O 0.88737 -2.49409 -2.10541 -0.062
H -0.09897 -4.08036 1.25114 0.086
H 0.01805 -2.44686 2.84088 0.104
H 1.87330 -2.56608 4.72438 0.116
C 1.73474 -3.47666 -1.52674 -0.197
H -0.22281 6.73099 0.03607 0.115
O 2.58384 1.41530 2.94305 -0.122
C -0.06677 2.11116 -3.90643 -0.208
H -0.31535 2.03109 -6.51329 0.088
H 1.14258 0.34931 -1.86262 0.063
H 1.43705 -4.39087 -2.04026 0.126
C -4.60263 -3.20216 3.35328 -0.168
O 0.56464 1.82713 -6.18831 -0.053
O 1.46443 3.76028 4.28465 -0.075
C -3.58920 -0.27317 -3.46363 -0.189
O -3.60661 -2.14468 1.44782 -0.066
H -2.81709 -3.82556 2.30764 0.101
H -1.86385 4.86900 0.98997 0.112
H -0.57970 -2.04603 -0.39799 0.034
O 1.17815 0.08723 -0.93977 -0.092
```

The value obtained for the molar mass is 682.7 g mol⁻¹. For the electronic energy, the calculation gives -68922.233 eV. Its net charge is 0. The strongest force on any atom is 3.5 eV Å⁻¹. The relative energy (zero: lowest compared OMol25 entry of this formula, charge and spin) is 2.778 eV. The spin multiplicity is 1. Its gap between HOMO and LUMO is 0.34839 Ha.

=====

This record from the Open Molecules 2025 dataset describes a single C6H10O molecule. The level of theory is ωB97M-V/def2-TZVPD.

```
17
Properties=species:S:1:pos:R:3:nbo_charge:R:1
H 1.51720 0.80061 -1.54343 0.220
C -0.86708 0.40650 1.10411 -0.404
C -1.68861 0.22667 -0.32367 -0.093
H 1.37083 -2.18906 0.74137 0.224
C -0.17639 -1.25702 -0.18508 0.075
H -1.71620 1.24533 -0.97266 0.183
H 1.98098 1.55452 -0.10816 0.209
H -0.48619 -2.01868 0.67408 0.163
H -0.92697 1.38314 1.51891 0.212
H 2.35431 -1.03362 -0.46096 0.243
H -2.75462 -0.07478 -0.26225 0.187
H -1.25955 -0.31369 1.82985 0.222
O -1.10084 -0.83048 -1.10506 -0.512
C 1.32258 -1.25722 0.12622 -0.400
C 0.46533 0.03804 0.39046 -0.114
H 0.77347 2.19488 -0.86191 0.212
C 1.19175 1.12486 -0.56182 -0.627
```

The value obtained for the molar mass is 98.1 g mol⁻¹. For the electronic energy, the calculation gives -8425.293 eV. Its net charge is 0. The strongest force on any atom is 4.5 eV Å⁻¹. The relative energy (zero: lowest compared OMol25 entry of this formula, charge and spin) is 5.948 eV. The spin multiplicity is 1. Its gap between HOMO and LUMO is 0.34031 Ha.

=====

This record from the Open Molecules 2025 dataset describes 3 unconnected molecules or ions with the total composition C24H51BN3O4. The level of theory is ωB97M-V/def2-TZVPD.

```
83
Properties=species:S:1:pos:R:3:lowdin_spin:R:1
H -1.60334 1.22913 -4.34027 0.000
H 2.28777 6.10287 -2.62355 0.000
H 0.59680 6.47593 -2.98282 0.000
H 1.79348 -4.71823 5.38471 0.000
O 1.04154 1.85550 0.68779 0.000
H -3.90199 -0.80922 -6.09936 0.000
H -1.84204 1.54104 -0.01033 0.002
H 3.30420 -2.88469 5.18154 0.000
H 3.72435 -2.45620 2.19882 0.000
H -3.95938 -1.40540 0.81194 0.000
O 1.84807 3.50811 -3.66005 0.000
C -2.09448 0.96979 4.66376 0.001
H -0.06574 -2.45664 2.02748 0.001
C -1.02742 -1.25701 4.67617 0.001
H 0.36567 0.12414 -2.78368 0.000
C 2.44698 4.28846 -4.69495 0.000
C 1.74637 -0.74526 1.94831 0.001
C -2.49092 -2.95076 2.57281 0.009
O -2.95288 0.52601 2.15432 0.490
H -1.99643 -2.07985 -6.85862 0.000
H -1.52627 -1.15684 -4.63624 0.000
B 0.31574 0.67219 0.54017 0.001
C -2.06977 -1.64837 1.85845 0.025
H 2.39479 0.12686 1.82339 0.000
C -1.55323 0.87463 -5.37109 0.000
H -3.58346 0.02956 -7.62850 0.000
H -3.29972 -2.75690 3.27899 0.002
H 0.58823 0.67817 3.73606 0.002
C -1.84513 -1.00470 -6.77168 0.000
H -1.67904 -3.43180 3.11746 0.000
H 0.82955 5.60653 -5.26081 0.000
C 0.74646 0.55336 -1.85226 0.000
H 0.69572 2.49438 1.31473 0.000
C -0.55180 -1.61867 1.52040 0.016
H -1.87374 -1.58716 5.28189 0.001
C 1.04901 4.34315 -2.82018 0.000
H 3.80126 -5.34050 4.05477 0.000
H 1.68533 0.05379 -1.60404 0.000
N -2.39749 -0.47403 2.72494 0.401
H 1.41144 -2.26985 3.43928 0.000
H 3.51803 4.39484 -4.49173 0.000
H 2.05428 -0.78735 4.09363 0.000
C 1.40850 5.77803 -3.18353 0.000
H 0.97594 1.60820 -2.04276 0.000
H -1.51271 1.10079 5.57809 0.000
C 0.25304 -0.31868 1.79571 0.001
C -1.13835 -0.58720 -5.48375 0.000
C -1.38263 1.27442 -0.96903 0.003
H -0.56182 1.49871 2.71053 0.002
H -2.57085 -0.72001 -0.04535 0.000
C 1.74524 5.64070 -4.66718 0.000
H -2.17291 1.92781 4.15490 -0.001
H -2.77829 -2.46939 0.02674 0.000
C -2.90224 -1.53893 0.58307 -0.002
H -0.00936 4.13955 -3.02085 0.000
H -2.84894 -3.67366 1.83984 0.000
H -0.24535 -0.91342 5.35504 -0.001
C 3.10828 -4.53333 3.80688 0.000
H 2.37168 6.44530 -5.04990 0.000
N 1.80994 -4.87623 4.38480 0.000
C -0.22870 0.50695 3.03014 0.019
H -0.86552 1.52407 -5.92393 0.000
H 1.97873 -1.42183 1.11514 0.000
H -0.05680 -0.71245 -5.51461 0.000
H 4.80394 -3.32649 4.39387 0.000
H 1.25669 4.09425 -1.77800 0.000
H 2.98851 -4.55967 2.71984 0.000
C 3.53511 -2.05843 3.20228 0.000
C -3.15608 -0.23582 -6.66055 0.000
H -1.27783 -0.66644 -7.64120 0.000
C -1.42773 -0.08536 3.78375 0.025
H -0.63709 -2.11148 4.13165 0.000
H 4.27342 -1.26995 3.37279 0.000
H 1.05727 -4.34283 3.97047 0.000
H -3.10296 0.65152 4.93085 0.000
H -1.07825 2.19818 -1.47723 0.000
O -2.85513 0.96564 -5.95108 0.000
N -0.23825 0.36677 -0.78442 0.000
C 3.73435 -3.18540 4.21852 0.000
H -2.17157 0.79897 -1.55992 0.000
C 2.12422 -1.46710 3.23920 0.000
H -0.46333 -1.81526 0.44952 0.002
H 2.32700 3.76048 -5.64201 0.000
```

The value obtained for the molar mass is 456.5 g mol⁻¹. For the electronic energy, the calculation gives -39050.580 eV. Its net charge is 0. The expectation value of S² is 0.75. The strongest force on any atom is 0.7 eV Å⁻¹. The spin multiplicity is 2. Its gap between HOMO and LUMO (alpha / beta) is 0.31439 / 0.33498 Ha.

=====

Repeat the first record exactly.
This record from the Open Molecules 2025 dataset describes 2 unconnected molecules or ions with the total composition CH8BClN3O6PS. The level of theory is ωB97M-V/def2-TZVPD.

```
22
Properties=species:S:1:pos:R:3:nbo_charge:R:1
C 0.23715 -1.07067 -1.25853 0.778
O -2.15551 0.94245 -0.08693 -0.876
O -1.15219 2.13852 -2.08928 -0.913
N -0.89415 -0.41492 -2.01823 -0.948
H 1.97537 -1.04065 -2.47979 0.453
H 1.31919 1.39359 -0.01437 0.057
H -1.68642 2.06414 -2.94571 0.498
P 2.28944 0.72707 -0.89374 0.883
H -0.92085 -2.66754 -0.36238 0.455
O -0.87563 -0.09232 2.22216 -0.972
N 1.71849 -0.85798 -1.47638 -0.940
H -1.78171 0.31083 0.60318 0.540
H 0.56106 -2.09611 0.53789 0.481
Cl -0.55553 0.13996 3.61718 2.540
O 0.88214 0.24832 3.77170 -0.853
B -1.40165 0.85076 -1.35292 1.245
O -1.18319 1.37015 4.05882 -0.840
S 3.89696 0.43023 0.16975 -0.481
H -1.70459 -1.05357 -2.17723 0.428
N -0.10739 -2.01356 -0.28151 -0.705
O -1.04534 -0.96637 4.41623 -0.849
H 2.58435 1.65768 -1.95992 0.020
```

The value obtained for the molar mass is 267.4 g mol⁻¹. For the electronic energy, the calculation gives -51236.220 eV. Its net charge is 0. The strongest force on any atom is 5.0 eV Å⁻¹. The spin multiplicity is 1. Its gap between HOMO and LUMO is 0.19574 Ha.